1.
Formula: C3H4NOS
Source: the Open Molecules 2025 dataset
Level of theory: ωB97M-V with the def2-TZVPD basis set

The calculation puts the largest force on an atom at 8.171 eV Å⁻¹. Its SMILES is O=[N+]=C[C@H]1CS1. Its energy above the lowest of the compared OMol25 structures with the same formula, charge and spin is 418.8 kJ/mol. As for the LUMO energy (alpha / beta): -8.31 / -8.31 eV. The calculation puts the HOMO energy (alpha / beta) at -14.00 / -14.00 eV. As for the net charge: +1. The value obtained for the HOMO-LUMO gap (alpha / beta) is 5.682 / 5.684 eV.

Each line ends with the Löwdin charge.
Atoms and positions in Å:
C 0.936348 -0.209366 0.912253  -0.366
C 1.052820 -0.413483 2.413956  0.046
C 2.160627 -0.196438 0.157617  -0.563
N 0.523532 0.550992 2.884123  0.081
O 0.015785 1.628234 2.963967  0.320
S 1.380591 -1.686008 -0.457792  0.912
H 0.196057 0.672017 0.581161  0.186
H 1.225431 -1.291960 2.918485  0.165
H 2.419058 0.641309 -0.546300  0.120
H 2.997447 -0.358892 0.867603  0.099

Force components x, y, z for each atom (eV/Å):
C -1.8 0.8 -3.3
C -0.4 -1.3 -2.9
C 3.2 1.1 0.1
N -3.2 7.4 1.6
O 1.8 -4.0 0.5
S -1.2 1.7 2.2
H 1.2 -2.6 0.9
H 0.9 -2.0 1.2
H -0.6 -0.9 0.7
H 0.1 -0.2 -1.0

=====

2.
Formula: C5H5N3O
Source: the Open Molecules 2025 dataset
Level of theory: ωB97M-V with the def2-TZVPD basis set

The calculation puts the largest force on an atom at 2.577 eV Å⁻¹. Its SMILES is C1=Cn2nncc2CO1. Its energy above the lowest of the compared OMol25 structures with the same formula, charge and spin is 213.3 kJ/mol. As for the LUMO energy: 0.70 eV. The calculation puts the HOMO energy at -8.99 eV. The value obtained for the HOMO-LUMO gap is 9.689 eV.

Each line ends with the Löwdin charge.
Atoms and positions in Å:
C 0.762265 -1.091504 0.646632  -0.110
C -1.426087 -1.328496 -0.114369  -0.122
C -1.589022 -0.029498 -0.407748  -0.001
C 1.538692 1.406829 -0.045095  -0.089
C 0.706332 0.345099 0.110961  -0.181
H 0.619936 -1.052174 1.760644  0.138
H 1.792740 -1.570339 0.525052  0.155
H -2.269945 -1.973912 -0.098863  0.119
H -2.484840 0.410046 -0.702702  0.103
H 2.590769 1.579308 0.158933  0.106
N -0.455547 0.784382 -0.378517  -0.107
N -0.387519 2.004489 -0.837970  0.038
N 0.826286 2.383231 -0.667372  -0.002
O -0.224060 -1.867459 0.050414  -0.046

Force components x, y, z for each atom (eV/Å):
C 1.7 1.4 1.3
C -0.8 2.1 -0.8
C 0.8 -1.3 0.6
C 0.7 0.5 -0.5
C 0.9 -1.5 0.6
H -0.1 -0.1 -0.7
H -1.6 0.6 -0.3
H -0.3 -0.7 0.0
H -1.3 0.6 -0.2
H -0.3 -0.3 0.1
N -0.8 -1.5 0.2
N -0.1 0.8 -0.6
N 0.6 1.1 0.2
O 0.7 -1.8 0.1

=====

3.
Formula: C3H5NO2
Source: the Open Molecules 2025 dataset
Level of theory: ωB97M-V with the def2-TZVPD basis set

The calculation puts the largest force on an atom at 0.688 eV Å⁻¹. Its energy above the lowest of the compared OMol25 structures with the same formula, charge and spin is 291.4 kJ/mol. As for the LUMO energy: 0.40 eV. The calculation puts the HOMO energy at -8.98 eV. The value obtained for the HOMO-LUMO gap is 9.378 eV.

Each line ends with the Löwdin charge.
Atoms and positions in Å:
C 0.480544 1.317931 -1.310696  -0.094
C -0.948375 0.371790 0.022326  -0.105
O -0.116763 0.049332 -0.987993  -0.173
N -0.786684 -0.514928 1.026872  0.056
C 0.028603 -1.651802 1.127701  -0.280
O 0.148128 -2.244402 2.169878  0.067
H -0.245220 1.981303 -1.787173  0.088
H 1.326734 1.078853 -1.945121  0.088
H 0.839979 1.798681 -0.391343  0.083
H -1.240137 -0.243166 1.888621  0.132
H 0.513191 -1.943594 0.186926  0.139

Force components x, y, z for each atom (eV/Å):
C 0.3 0.3 -0.4
C 0.1 -0.4 0.4
O 0.0 0.4 0.5
N -0.4 0.1 0.1
C 0.1 -0.3 0.2
O 0.0 0.2 -0.4
H 0.1 -0.2 -0.1
H 0.0 0.1 -0.2
H 0.0 -0.1 -0.4
H -0.2 -0.3 0.0
H 0.0 0.1 0.1

=====

4.
Formula: C36H82NO31P7
Source: the Open Molecules 2025 dataset
Level of theory: ωB97M-V with the def2-TZVPD basis set

The calculation puts the largest force on an atom at 8.427 eV Å⁻¹. Its SMILES is CC(C)C[C@H](C)COc1ccc2c(c1)C(=O)NC2=O.COP(=O)(OC)OC.COP(=O)(OC)OC.COP(=O)(OC)OC.COP(=O)(OC)OC.COP(=O)(OC)OC.COP(=O)(OC)OC.COP(=O)(OC)OC. Its energy above the lowest of the compared OMol25 structures with the same formula, charge and spin is 0.0 kJ/mol. As for the LUMO energy: -1.87 eV. The calculation puts the HOMO energy at -9.19 eV. The value obtained for the HOMO-LUMO gap is 7.319 eV.

Each line ends with the Löwdin charge.
Atoms and positions in Å:
C 3.099868 7.231653 -0.485775  -0.075
C 1.700465 6.777726 -0.887571  -0.398
C 0.721155 7.838685 -0.343862  -0.088
C 1.256155 5.434201 -0.277717  -0.155
C 2.318409 4.315350 -0.268068  -0.314
C 1.681805 3.089839 -0.956484  -0.055
C 2.531729 3.911848 1.197002  -0.150
O 3.865272 3.406002 1.442960  0.006
C 3.941491 2.676579 2.570913  -0.269
C 3.217528 2.959015 3.685329  0.012
C 3.279364 2.195713 4.777412  0.008
C 4.091010 1.127094 4.806435  -0.113
C 4.819804 0.877064 3.687472  -0.108
C 4.785293 1.612078 2.580528  0.082
C 5.608628 -0.355429 3.998298  -0.354
O 6.506170 -0.894320 3.404559  0.107
N 5.098023 -0.924654 5.236851  0.151
C 4.343305 0.119942 5.876944  -0.365
O 3.985739 0.172315 7.024063  0.124
H 3.379501 8.043197 -1.154542  0.079
H 3.125995 7.632521 0.523403  0.076
H 3.871768 6.478111 -0.597772  0.063
H 1.568597 6.746922 -1.963630  0.135
H 0.971489 8.006636 0.701007  0.072
H 0.772379 8.775079 -0.886140  0.076
H -0.284392 7.428142 -0.326584  0.069
H 0.866737 5.629863 0.721453  0.111
H 0.422874 5.085596 -0.880387  0.113
H 3.238981 4.557286 -0.781884  0.127
H 2.342356 2.230508 -0.960605  0.084
H 0.773147 2.864396 -0.401972  0.079
H 1.339691 3.351331 -1.952297  0.068
H 1.776144 3.169809 1.425656  0.132
H 2.401345 4.792816 1.817469  0.116
H 2.558382 3.801328 3.740561  0.129
H 2.678839 2.408331 5.646843  0.133
H 5.396177 1.351244 1.735071  0.148
H 4.382824 -1.558874 4.875970  0.148
C -3.330222 -0.029088 7.859680  -0.109
O -2.627024 0.511104 6.709861  -0.239
P -1.438660 1.689690 6.929049  0.585
O -1.990209 2.608218 5.900002  -0.262
O -0.256714 0.738804 6.309662  -0.247
C 0.031218 -0.522020 6.923585  -0.113
O -0.369580 2.812174 7.549097  -0.234
C 0.528150 2.418630 8.613342  -0.105
H -4.395794 0.159215 7.741152  0.087
H -3.164090 -1.106600 7.904112  0.079
H -2.995813 0.413532 8.798491  0.074
H -0.502150 -1.315636 6.395704  0.072
H -0.251339 -0.540916 7.979329  0.084
H 1.102423 -0.703712 6.850659  0.081
H 1.408820 1.926667 8.195108  0.078
H 0.040575 1.754729 9.327064  0.077
H 0.843127 3.317252 9.137999  0.087
C -1.546469 -0.200947 -3.954087  -0.082
O -1.193683 1.198084 -3.709966  -0.242
P -0.687739 2.156326 -4.975584  0.535
O 0.532539 2.774411 -4.421958  -0.261
O -1.990784 3.127785 -4.807608  -0.253
C -3.304955 2.546787 -4.780847  -0.106
O -0.522797 2.540610 -6.579285  -0.226
C -1.555138 2.142699 -7.507061  -0.099
H -0.911389 -0.841176 -3.348409  0.075
H -2.582955 -0.357841 -3.664026  0.089
H -1.433218 -0.481356 -5.001118  0.079
H -3.614199 2.402131 -3.745935  0.081
H -3.334861 1.588973 -5.306545  0.073
H -3.999443 3.231351 -5.262052  0.092
H -2.364160 2.874114 -7.494455  0.089
H -1.943560 1.153672 -7.268122  0.081
H -1.125151 2.113146 -8.505809  0.078
C -3.573718 0.536464 -12.648597  -0.113
O -3.364114 0.172156 -11.259259  -0.244
P -3.051490 -1.435385 -10.857301  0.573
O -4.039067 -1.512292 -9.754752  -0.254
O -1.543950 -1.128072 -10.298998  -0.247
C -0.582489 -0.513968 -11.164940  -0.118
O -2.817329 -3.085954 -10.937892  -0.226
C -1.874891 -3.620962 -11.891941  -0.112
H -4.561118 0.983730 -12.750295  0.086
H -2.820830 1.269171 -12.942326  0.082
H -3.504064 -0.320728 -13.319145  0.074
H -0.567167 0.563119 -10.992007  0.084
H -0.797117 -0.703340 -12.219850  0.077
H 0.399181 -0.922143 -10.933512  0.089
H -0.865329 -3.577462 -11.479415  0.086
H -1.909760 -3.082775 -12.839537  0.075
H -2.134788 -4.660540 -12.075931  0.085
C 5.471237 -2.695823 1.645435  -0.099
O 4.522640 -3.700647 1.174302  -0.237
P 4.505904 -4.182652 -0.422376  0.572
O 3.072752 -4.050531 -0.746516  -0.245
O 4.917056 -5.714037 -0.000877  -0.249
C 6.061373 -5.933024 0.830203  -0.123
O 5.149821 -4.363163 -1.932984  -0.211
C 6.574184 -4.555660 -2.076335  -0.098
H 4.911101 -1.864539 2.052444  0.066
H 6.085923 -3.132568 2.429141  0.086
H 6.122748 -2.329536 0.852355  0.089
H 5.747926 -6.026110 1.870914  0.088
H 6.791467 -5.124341 0.748939  0.073
H 6.538159 -6.861005 0.520881  0.091
H 6.820230 -5.608255 -1.931194  0.088
H 7.136815 -3.943784 -1.371977  0.078
H 6.852397 -4.264663 -3.085683  0.090
C 0.554312 -3.693359 -1.250514  -0.115
O -0.718852 -2.982946 -1.420658  -0.246
P -2.136002 -3.838300 -1.320523  0.517
O -2.874067 -3.413498 -2.524717  -0.256
O -2.621949 -3.022756 0.017015  -0.245
C -1.726371 -2.895189 1.127124  -0.126
O -2.952810 -5.202153 -0.890410  -0.217
C -2.510841 -5.901496 0.300322  -0.102
H 1.155346 -3.561145 -2.142423  0.080
H 1.076960 -3.270514 -0.404979  0.060
H 0.405398 -4.759682 -1.074593  0.079
H -1.203803 -1.937340 1.068468  0.088
H -0.990694 -3.702249 1.156960  0.064
H -2.307728 -2.929859 2.045159  0.081
H -2.942733 -5.439438 1.184827  0.062
H -1.422946 -5.899945 0.377896  0.072
H -2.852915 -6.932100 0.236971  0.088
C -4.765916 6.757301 0.645964  -0.119
O -5.554479 5.924750 -0.242832  -0.253
P -4.961847 4.408028 -0.712163  0.616
O -5.251887 4.560711 -2.163046  -0.246
O -6.241514 3.732745 0.076008  -0.260
C -6.412709 3.971048 1.475657  -0.127
O -4.257066 2.898668 -0.843840  -0.240
C -3.793029 2.220201 0.344886  -0.099
H -4.553169 7.703144 0.149096  0.083
H -5.341198 6.954409 1.551793  0.080
H -3.823206 6.288558 0.929589  0.073
H -7.111401 4.796358 1.625192  0.086
H -5.469032 4.206874 1.973822  0.078
H -6.825896 3.072307 1.929400  0.088
H -4.625291 1.700824 0.821888  0.087
H -3.335230 2.911788 1.051933  0.079
H -3.046965 1.488256 0.044492  0.086
C 1.176657 -4.637148 4.358336  -0.097
O -0.228719 -4.265719 4.344011  -0.241
P -1.398075 -5.441739 4.587120  0.564
O -2.317162 -5.190529 3.465079  -0.228
O -1.889962 -4.713006 5.973853  -0.245
C -0.928487 -4.391429 6.981359  -0.117
O -1.935620 -6.916848 5.105987  -0.214
C -1.305865 -7.538337 6.247520  -0.099
H 1.622330 -4.373804 3.400066  0.085
H 1.681547 -4.081145 5.149406  0.080
H 1.323691 -5.703126 4.534710  0.079
H -0.615323 -3.351196 6.872732  0.062
H -0.047165 -5.035537 6.932898  0.075
H -1.395713 -4.519483 7.956162  0.093
H -1.739636 -7.144714 7.167646  0.088
H -0.227622 -7.379941 6.249640  0.077
H -1.497838 -8.606736 6.196798  0.090

Force components x, y, z for each atom (eV/Å):
C 0.1 0.1 -0.8
C -0.6 0.4 1.2
C 0.2 -0.6 0.0
C 0.7 0.3 -0.8
C -1.2 -1.2 0.4
C 0.0 0.7 0.0
C 0.9 1.2 -0.6
O -0.7 -0.3 -0.4
C 0.2 0.9 -1.5
C -1.4 1.8 -0.2
C -1.1 0.0 2.8
C 0.3 -0.6 1.0
C 1.6 -2.6 1.5
C 1.2 -0.2 -1.8
C 0.7 -0.4 -0.2
O -0.4 0.6 0.1
N -0.1 0.0 0.0
C -0.6 0.9 -0.5
O 0.1 -0.5 -0.5
H 0.2 0.2 0.0
H 0.0 -0.1 0.2
H 0.1 -0.2 0.1
H 0.3 -0.2 -0.3
H 0.1 0.2 0.2
H -0.1 0.2 -0.1
H -0.3 0.2 -0.3
H 0.0 -0.1 0.2
H -0.3 0.0 0.0
H 0.2 0.3 0.2
H 0.1 -0.2 -0.1
H -0.1 -0.3 0.1
H 0.3 -0.3 -0.4
H 0.0 -0.3 0.4
H -0.1 0.1 0.3
H -0.2 0.3 -0.3
H -0.2 0.2 0.1
H 0.1 0.1 -0.3
H 0.3 -0.8 0.6
C -0.1 -0.3 -0.3
O 0.6 0.1 3.8
P 0.8 1.8 -7.9
O -0.2 0.2 0.7
O 0.1 -0.2 1.2
C -0.2 0.0 -0.3
O -1.1 -1.7 2.8
C 0.2 0.1 -0.2
H 0.0 0.1 0.0
H 0.0 0.0 0.0
H -0.1 0.0 0.0
H -0.1 0.1 0.0
H 0.0 -0.1 0.0
H 0.0 0.1 0.0
H -0.1 -0.1 0.0
H 0.1 0.0 0.1
H -0.1 0.0 0.0
C -0.1 0.1 0.3
O 0.3 -2.1 -2.9
P -0.2 5.8 3.1
O 0.3 -0.7 -0.4
O -0.2 -0.4 -0.5
C 0.1 0.0 0.4
O -0.3 -3.1 0.2
C 0.0 0.2 0.0
H 0.0 0.0 0.0
H 0.0 0.0 0.0
H 0.0 0.0 0.0
H -0.1 0.0 0.0
H -0.1 0.0 0.0
H 0.1 0.1 0.0
H 0.0 0.0 0.1
H -0.1 0.0 -0.2
H 0.1 0.0 0.1
C 0.1 0.3 0.2
O 0.6 -1.8 -3.2
P -0.5 0.6 7.8
O -0.2 0.0 -0.6
O 0.1 -0.2 -1.2
C -0.1 0.2 0.2
O 0.1 1.1 -3.4
C 0.1 -0.1 0.2
H 0.0 -0.1 0.0
H 0.0 0.0 0.0
H -0.1 0.0 0.0
H 0.0 0.0 -0.1
H 0.1 0.0 0.0
H 0.0 -0.1 0.0
H 0.0 0.1 0.0
H 0.1 -0.1 -0.1
H -0.1 0.0 0.0
C -0.3 -0.4 0.1
O 2.4 1.8 -1.8
P -4.2 -4.9 0.3
O 1.0 0.5 -0.1
O 0.6 0.2 -0.1
C -0.3 0.0 0.1
O 1.4 2.5 1.5
C -0.1 -0.2 -0.1
H -0.1 0.0 -0.1
H 0.0 0.0 0.0
H 0.0 0.1 0.0
H 0.1 0.1 0.0
H 0.1 -0.1 0.1
H 0.0 0.0 -0.1
H -0.1 0.0 0.1
H 0.1 0.0 -0.1
H -0.1 0.0 0.0
C -0.4 0.4 -0.1
O 0.6 -3.4 0.4
P -4.3 4.5 -0.1
O 0.5 -0.5 0.0
O 0.4 -0.4 0.2
C -0.1 0.3 -0.2
O 3.1 -0.7 -0.3
C -0.3 0.0 0.1
H 0.0 0.0 0.0
H -0.1 0.1 0.0
H 0.1 0.0 0.0
H 0.1 -0.1 0.0
H 0.0 0.1 0.1
H 0.0 -0.1 0.0
H 0.1 0.1 0.0
H 0.0 -0.1 0.1
H 0.0 0.0 -0.2
C -0.4 0.2 -0.1
O 3.5 0.0 1.7
P -6.9 -2.0 -4.4
O 1.1 0.4 0.3
O 0.6 -0.3 1.0
C -0.2 0.2 -0.3
O 2.4 1.7 1.9
C -0.1 -0.2 -0.1
H 0.0 0.0 0.0
H 0.0 0.0 0.0
H 0.0 0.1 0.0
H 0.1 0.0 0.0
H 0.0 0.0 0.1
H 0.0 0.0 -0.1
H 0.0 0.1 0.0
H 0.0 -0.1 0.0
H 0.0 0.0 -0.1
C 0.0 0.4 -0.1
O 1.5 -3.1 0.3
P -5.3 3.7 0.5
O 0.7 -0.5 -0.1
O 0.5 -0.3 0.3
C -0.2 0.2 -0.2
O 3.2 -0.2 -0.6
C -0.2 0.0 0.1
H 0.0 0.0 0.0
H -0.1 0.0 0.0
H 0.0 0.0 0.0
H 0.1 -0.1 0.0
H 0.0 0.1 0.1
H -0.1 0.0 0.0
H 0.0 0.1 0.0
H 0.0 -0.1 0.1
H 0.0 0.0 -0.1